Density functional theory data (ωB97M-V with the def2-TZVPD basis set) for a cluster of 2 separate species, C2HNO3 in total.

Element x y z (Å)
C: -1.142 1.288 -0.253
C: -1.325 -1.357 0.199
N: -1.365 0.097 -0.621
O: -1.134 -2.213 -0.621
O: -1.026 2.475 -0.084
O: -1.460 -1.265 1.368
H: 7.452 0.975 0.012

Summary:
HOMO-LUMO gap: 3.41 eV
Relative energy (zero: lowest compared OMol25 entry of this formula, charge and spin): 27.73 kcal/mol
HOMO: 2.209 eV
Net charge: -2



Density functional theory data (ωB97M-V with the def2-TZVPD basis set) for a structure of composition C51H35ClF15GeN8O2PSTa.

Element x y z (Å)
Ta: 0.090 -0.099 0.692
C: 6.037 1.249 2.189
N: 4.955 1.005 1.254
C: 5.068 0.633 -0.053
C: 3.792 0.467 -0.515
N: 2.905 0.717 0.487
C: 3.623 1.048 1.542
P: 3.027 1.599 3.160
C: 2.197 0.045 3.618
N: 1.748 -0.901 2.805
C: 1.278 -1.901 3.608
C: 1.461 -1.564 4.915
N: 2.054 -0.332 4.913
C: 2.421 0.433 6.088
C: 1.609 2.575 2.572
N: 0.985 2.425 1.419
C: 0.155 3.496 1.286
C: 0.265 4.300 2.385
N: 1.196 3.713 3.196
C: 1.601 4.208 4.496
H: 6.988 1.188 1.668
H: 6.023 0.507 2.987
H: 5.945 2.239 2.633
H: 6.019 0.513 -0.542
H: 3.458 0.206 -1.504
H: 0.851 -2.801 3.199
H: 1.218 -2.081 5.827
H: 2.505 -0.238 6.939
H: 1.669 1.192 6.310
H: 3.378 0.926 5.931
H: -0.450 3.631 0.406
H: -0.246 5.206 2.660
H: 1.572 5.295 4.500
H: 2.618 3.883 4.710
H: 0.933 3.838 5.275
Cl: -5.496 4.180 4.202
C: -4.309 3.375 3.235
C: -4.334 3.519 1.838
C: -3.416 2.871 1.057
C: -2.436 2.004 1.607
O: -1.648 1.375 0.802
C: -2.378 1.936 3.024
C: -1.354 1.215 3.697
O: -0.417 0.590 3.200
C: -3.328 2.622 3.812
H: -5.084 4.153 1.384
H: -3.410 3.007 -0.017
H: -1.409 1.255 4.800
H: -3.273 2.532 4.890
F: -3.072 3.132 -4.002
C: -3.570 2.263 -3.119
C: -2.758 1.275 -2.594
C: -3.307 0.418 -1.658
F: -2.521 -0.566 -1.185
C: -4.624 0.503 -1.261
F: -5.142 -0.329 -0.361
C: -5.424 1.487 -1.824
F: -6.696 1.581 -1.464
C: -4.902 2.375 -2.751
F: -5.678 3.315 -3.278
Ge: -0.896 0.880 -3.147
S: 0.563 0.950 -1.540
C: -0.387 2.115 -4.610
C: -1.051 1.993 -5.821
F: -2.042 1.093 -5.923
C: -0.747 2.775 -6.917
F: -1.404 2.626 -8.063
C: 0.260 3.724 -6.808
F: 0.571 4.480 -7.848
C: 0.934 3.880 -5.608
F: 1.891 4.798 -5.497
C: 0.604 3.077 -4.528
F: 1.263 3.252 -3.377
C: -1.006 -0.877 -4.105
C: 0.154 -1.254 -4.763
F: 1.238 -0.470 -4.630
C: 0.245 -2.398 -5.531
F: 1.388 -2.730 -6.132
C: -0.870 -3.213 -5.653
F: -0.803 -4.322 -6.372
C: -2.049 -2.865 -5.014
F: -3.119 -3.644 -5.128
C: -2.105 -1.706 -4.256
F: -3.270 -1.407 -3.678
C: 4.187 -4.598 -2.943
C: 3.377 -3.616 -2.155
C: 2.134 -3.166 -2.587
C: 1.415 -2.288 -1.797
N: 1.857 -1.836 -0.628
C: 3.045 -2.264 -0.202
C: 3.829 -3.139 -0.925
H: 3.820 -4.696 -3.962
H: 4.138 -5.578 -2.465
H: 5.235 -4.300 -2.966
H: 1.731 -3.509 -3.531
H: 0.432 -1.942 -2.095
H: 3.362 -1.899 0.769
H: 4.786 -3.462 -0.535
C: -3.338 -1.254 2.122
C: -2.660 -2.591 2.173
C: -3.269 -3.655 2.816
C: -2.647 -4.887 2.919
C: -1.401 -5.065 2.341
C: -0.763 -4.031 1.675
C: 0.577 -4.280 1.051
C: -1.376 -2.756 1.603
N: -0.735 -1.663 1.073
H: -4.416 -1.355 2.231
H: -3.121 -0.751 1.183
H: -2.973 -0.616 2.930
H: -4.249 -3.514 3.257
H: -3.126 -5.700 3.448
H: -0.909 -6.027 2.408
H: 0.996 -5.223 1.401
H: 1.264 -3.469 1.279
H: 0.482 -4.337 -0.034

Summary:
HOMO-LUMO gap: 7.34 eV
Relative energy (zero: lowest compared OMol25 entry of this formula, charge and spin): 51.76 kcal/mol
HOMO: -10.347 eV
Net charge: +1



Density functional theory data (ωB97M-V with the def2-TZVPD basis set) for a cluster of 8 separate species, C25H30F7NO21PS in total.

Element x y z (Å)
S: -1.630 0.384 -2.349
P: -1.391 -0.765 -3.868
C: -0.546 0.054 -5.303
N: -0.563 -0.418 -6.494
C: 0.073 0.440 -7.521
C: 0.521 1.665 -6.700
C: 0.233 1.302 -5.233
H: -0.606 -1.913 -3.700
H: -2.536 -1.241 -4.519
H: -0.994 -1.307 -6.731
H: 0.847 -0.099 -8.060
H: -0.709 0.714 -8.228
H: 1.566 1.914 -6.857
H: -0.113 2.497 -7.004
H: 1.179 1.078 -4.718
H: -0.197 2.077 -4.603
C: -5.016 -2.886 -0.451
C: -3.634 -2.324 -0.168
O: -2.880 -2.832 -1.257
C: -3.731 -3.034 -2.296
O: -3.373 -3.208 -3.421
O: -5.004 -2.982 -1.883
F: -3.111 -2.795 0.987
H: -5.117 -3.884 -0.024
H: -5.834 -2.250 -0.128
H: -3.564 -1.236 -0.170
C: 1.302 2.420 -1.160
C: 2.708 2.800 -0.737
O: 3.485 2.396 -1.860
C: 2.690 2.405 -2.946
O: 3.053 2.301 -4.076
O: 1.393 2.536 -2.589
F: 3.119 2.120 0.353
H: 1.084 1.384 -0.897
H: 0.528 3.069 -0.766
H: 2.861 3.866 -0.568
C: -1.368 -5.194 1.998
C: 0.016 -5.509 2.535
O: -0.184 -6.738 3.191
C: -1.248 -7.372 2.607
O: -1.532 -8.505 2.771
O: -1.912 -6.500 1.808
F: 0.445 -4.592 3.440
H: -1.953 -4.659 2.748
H: -1.371 -4.644 1.063
H: 0.790 -5.627 1.775
C: 1.566 4.717 2.579
C: 1.842 3.846 3.789
O: 0.691 3.011 3.824
C: 0.198 2.911 2.570
O: -0.603 2.118 2.197
O: 0.762 3.851 1.768
F: 1.899 4.577 4.922
H: 0.984 5.596 2.859
H: 2.461 5.015 2.042
H: 2.735 3.223 3.721
C: -4.148 4.222 -9.072
C: -3.235 3.161 -8.489
O: -2.427 3.905 -7.607
C: -3.146 5.007 -7.199
O: -2.846 5.691 -6.287
O: -4.224 5.158 -7.994
F: -2.436 2.565 -9.414
H: -3.680 4.692 -9.939
H: -5.142 3.867 -9.326
H: -3.753 2.376 -7.935
C: 1.396 -5.713 6.513
C: 0.299 -4.761 6.944
O: 0.889 -4.093 8.039
C: 2.244 -4.124 7.877
O: 3.012 -3.464 8.489
O: 2.572 -5.003 6.903
F: -0.820 -5.402 7.355
H: 1.331 -6.650 7.067
H: 1.408 -5.909 5.446
H: 0.017 -4.024 6.189
C: 3.316 2.281 7.747
C: 4.697 2.678 8.239
O: 5.510 2.421 7.105
C: 4.735 2.506 5.999
O: 5.130 2.573 4.880
O: 3.430 2.525 6.342
F: 5.119 1.921 9.272
H: 3.139 1.220 7.920
H: 2.506 2.871 8.165
H: 4.800 3.730 8.511

Summary:
HOMO-LUMO gap: 8.16 eV
HOMO: -12.551 eV
Net charge: +1



Density functional theory data (ωB97M-V with the def2-TZVPD basis set) for a cluster of 5 separate species, C24H44ClN8 in total.

Element x y z (Å)
C: 1.561 -8.635 8.532
C: 2.573 -7.900 7.660
N: 1.886 -7.003 6.700
C: 1.376 -5.782 7.010
C: 0.831 -5.276 5.789
N: 0.962 -6.326 4.859
C: 1.611 -7.373 5.442
C: 0.639 -6.149 3.462
H: 0.871 -7.971 9.053
H: 2.133 -9.151 9.302
H: 0.963 -9.383 8.011
H: 3.267 -8.555 7.134
H: 3.243 -7.275 8.249
H: 1.650 -5.177 7.862
H: 0.475 -4.333 5.400
H: 1.970 -8.278 4.973
H: 1.331 -6.631 2.772
H: 0.488 -5.118 3.142
H: -0.332 -6.626 3.332
C: 2.986 -3.076 -2.871
C: 4.515 -2.934 -2.824
N: 5.169 -3.988 -2.052
C: 5.947 -4.984 -2.609
C: 6.511 -5.772 -1.649
N: 6.052 -5.255 -0.436
C: 5.255 -4.141 -0.716
C: 6.361 -5.686 0.942
H: 2.510 -2.807 -1.928
H: 2.696 -4.065 -3.225
H: 2.722 -2.277 -3.564
H: 4.595 -1.989 -2.287
H: 4.966 -2.746 -3.799
H: 6.140 -5.104 -3.665
H: 7.147 -6.642 -1.716
H: 4.758 -3.521 0.015
H: 5.794 -5.131 1.689
H: 7.414 -5.413 1.018
H: 6.298 -6.768 1.057
C: -6.170 0.938 0.146
C: -5.466 1.219 -1.194
N: -6.273 1.851 -2.191
C: -6.462 3.186 -2.279
C: -7.247 3.351 -3.403
N: -7.726 2.179 -3.900
C: -7.005 1.225 -3.170
C: -8.524 2.080 -5.097
H: -7.152 0.500 -0.036
H: -6.354 1.883 0.657
H: -5.646 0.332 0.885
H: -4.967 0.317 -1.546
H: -4.646 1.922 -1.044
H: -6.147 3.861 -1.496
H: -7.658 4.289 -3.745
H: -6.940 0.188 -3.465
H: -8.948 2.985 -5.530
H: -9.379 1.447 -4.857
H: -7.831 1.598 -5.787
C: 0.245 6.582 -3.048
C: 0.314 7.500 -1.795
N: -0.038 8.877 -2.027
C: -1.291 9.514 -2.191
C: -1.010 10.877 -2.460
N: 0.337 11.093 -2.255
C: 0.904 9.875 -2.041
C: 0.975 12.358 -2.355
H: -0.771 6.727 -3.416
H: 0.389 5.558 -2.704
H: 1.019 6.901 -3.746
H: 1.351 7.523 -1.459
H: -0.326 7.061 -1.030
H: -2.217 8.968 -2.298
H: -1.593 11.700 -2.845
H: 1.955 9.690 -1.873
H: 0.484 12.993 -3.093
H: 1.949 12.157 -2.803
H: 0.978 12.745 -1.336
Cl: 1.556 1.191 1.764

Summary:
HOMO-LUMO gap: 4.61 eV
Relative energy (zero: lowest compared OMol25 entry of this formula, charge and spin): 75.06 kcal/mol
HOMO: -9.965 eV
Net charge: +3



Density functional theory data (ωB97M-V with the def2-TZVPD basis set) for a cluster of 7 separate species, C3H21N2O7 in total.

Element x y z (Å)
C: 1.909 -0.287 0.979
N: 0.648 -1.191 1.086
C: -0.712 -0.678 0.953
O: -0.995 0.139 2.052
C: 1.645 0.996 0.131
N: 2.040 0.929 -1.246
H: 2.375 0.006 2.002
H: 2.644 -1.075 0.562
H: 0.815 -1.744 1.859
H: -0.903 0.053 0.054
H: -1.232 -1.719 0.896
H: 0.464 1.162 0.101
H: 2.127 1.852 0.721
H: 2.950 0.682 -1.392
H: 1.490 0.190 -1.660
H: 0.211 1.340 2.622
H: -0.137 2.278 3.763
O: 0.498 2.175 3.015
H: -1.152 2.004 -1.360
H: -2.369 1.567 -0.270
O: -1.934 1.461 -1.346
H: -1.973 0.692 1.851
H: -1.691 2.365 1.138
O: -2.552 1.804 1.060
H: -2.561 -0.030 -3.413
H: -1.752 0.320 -2.183
O: -1.842 -0.483 -2.971
H: 0.762 -1.504 -1.481
H: -0.052 -1.011 -2.529
O: 0.809 -1.494 -2.399
H: 1.107 -3.023 -1.584
H: 1.034 -2.862 -0.015
O: 1.262 -3.588 -0.777

Summary:
HOMO-LUMO gap: 9.23 eV
Relative energy (zero: lowest compared OMol25 entry of this formula, charge and spin): 28.55 kcal/mol
HOMO: -5.872 eV
Net charge: -1



Density functional theory data (ωB97M-V with the def2-TZVPD basis set) for a cluster of 21 separate species, C22H62N2O20S in total.

Element x y z (Å)
S: -0.928 -0.659 -3.331
C: -0.273 0.007 -1.798
C: -2.941 -0.447 4.102
C: -0.763 -0.415 -0.622
C: -1.672 -0.208 3.639
C: 2.892 -0.804 -5.714
C: 1.923 0.176 -5.992
C: 2.776 -1.635 -4.617
C: 1.945 1.595 1.850
C: 0.739 0.212 -5.237
C: 1.579 -1.598 -3.868
C: 1.966 1.685 0.459
C: 0.910 0.785 2.423
C: 0.573 -0.694 -4.183
C: 0.045 0.274 0.333
C: 0.981 1.038 -0.288
C: -0.097 0.155 1.705
N: 0.778 0.945 -1.658
N: -3.464 -1.615 1.904
C: -3.501 0.020 5.446
C: -4.561 -2.153 1.048
C: -3.898 -1.110 3.242
C: -1.802 -1.433 -0.119
C: -1.173 -0.710 2.264
C: -2.371 -0.839 1.251
H: -1.004 0.265 4.422
H: 3.734 -0.694 -6.407
H: 2.055 0.743 -6.883
H: 3.521 -2.315 -4.375
H: 2.662 2.146 2.503
H: -0.076 0.882 -5.503
H: 1.476 -2.348 -3.034
H: 2.744 2.314 0.013
H: 0.800 0.758 3.534
H: 1.273 1.405 -2.450
H: -4.446 0.559 5.384
H: -2.759 0.660 5.885
H: -3.676 -0.845 6.103
H: -5.071 -1.434 0.455
H: -5.350 -2.665 1.571
H: -4.085 -2.896 0.444
H: -4.697 -0.396 3.226
H: -4.215 -2.008 3.748
H: -1.337 -2.444 -0.018
H: -2.595 -1.502 -0.875
H: -0.776 -1.718 2.368
H: -2.637 0.174 1.022
O: -2.382 3.302 5.571
H: -2.598 3.244 6.558
H: -1.380 3.402 5.474
O: 6.038 -0.970 -7.611
H: 5.317 -1.372 -8.196
H: 6.462 -1.716 -7.075
O: -6.885 -0.965 4.621
H: -6.440 -1.783 5.016
H: -7.712 -0.761 5.167
O: 5.290 3.537 -0.178
H: 4.473 4.115 -0.322
H: 6.109 4.129 -0.230
O: 3.849 1.207 -3.470
H: 3.662 0.698 -4.324
H: 4.289 2.085 -3.717
O: 0.407 3.057 5.513
H: 0.189 3.989 5.840
H: 1.337 3.072 5.115
O: 1.425 -2.878 0.404
H: 1.748 -2.812 1.361
H: 1.129 -1.958 0.107
O: 2.984 4.737 -0.944
H: 3.496 5.595 -1.106
H: 2.447 4.529 -1.776
O: -6.546 -4.006 -1.144
H: -6.762 -3.366 -1.898
H: -7.333 -4.022 -0.509
O: -2.962 2.627 2.285
H: -2.844 2.428 3.270
H: -3.949 2.576 2.069
O: 3.542 -4.729 -3.139
H: 2.568 -4.704 -2.866
H: 4.063 -4.141 -2.502
O: 2.368 -1.937 3.192
H: 2.404 -1.294 3.972
H: 3.192 -1.789 2.623
O: 4.743 1.928 -7.627
H: 4.685 1.797 -8.629
H: 5.371 1.229 -7.253
O: -5.354 -3.138 5.802
H: -5.421 -4.024 5.319
H: -5.298 -3.323 6.795
O: 2.642 4.559 4.165
H: 2.330 4.831 3.242
H: 2.659 5.386 4.748
O: 5.226 3.657 2.561
H: 4.297 3.939 2.847
H: 5.255 3.651 1.549
O: -0.575 3.343 -4.424
H: -1.349 2.756 -4.139
H: -0.906 3.975 -5.141
O: 0.302 0.585 -8.618
H: -0.678 0.764 -8.797
H: 0.733 0.296 -9.487
O: 1.167 -4.598 -1.820
H: 0.515 -5.342 -2.036
H: 0.858 -4.146 -0.969
O: -2.345 -4.515 3.687
H: -2.269 -4.124 4.617
H: -2.787 -3.826 3.091

Summary:
HOMO-LUMO gap: 7.17 eV
HOMO: -7.179 eV
Net charge: 0



Density functional theory data (ωB97M-V with the def2-TZVPD basis set) for a structure of composition C29H18Cl5N7O2Ti.

Element x y z (Å)
Ti: 0.515 0.090 -0.702
N: -2.950 -2.339 1.070
C: -1.846 -2.036 0.380
N: -1.565 -0.849 -0.052
C: -2.478 0.180 0.147
N: -2.315 1.296 -0.492
N: -1.194 1.221 -1.268
C: -1.170 1.822 -2.396
C: -0.058 1.515 -3.283
C: 0.086 2.106 -4.528
C: 1.120 1.678 -5.348
C: 1.967 0.680 -4.902
C: 1.767 0.151 -3.634
N: 0.786 0.560 -2.838
C: -3.619 -0.043 1.017
C: -4.499 0.972 1.398
C: -5.581 0.681 2.200
C: -5.806 -0.628 2.627
C: -4.948 -1.645 2.261
C: -3.853 -1.348 1.459
H: -3.111 -3.293 1.353
H: -1.151 -2.840 0.165
H: -1.984 2.464 -2.718
H: -0.604 2.874 -4.847
H: 1.257 2.118 -6.327
H: 2.775 0.311 -5.516
H: 2.419 -0.618 -3.238
H: -4.311 1.977 1.046
H: -6.262 1.466 2.497
H: -6.660 -0.850 3.252
H: -5.120 -2.662 2.593
O: 1.362 1.738 -0.389
C: 1.336 2.666 0.557
C: 1.464 4.018 0.217
C: 1.443 4.997 1.188
C: 1.293 4.660 2.531
C: 1.171 3.333 2.885
C: 1.196 2.325 1.916
C: 1.105 0.922 2.282
N: 0.745 -0.078 1.488
C: 0.823 -1.234 2.234
C: 1.249 -0.934 3.486
N: 1.395 0.431 3.510
H: 1.589 4.270 -0.829
H: 1.541 6.035 0.902
H: 1.266 5.430 3.288
H: 1.028 3.076 3.928
H: 0.613 -2.200 1.807
H: 1.454 -1.551 4.341
H: 1.739 0.975 4.282
Cl: 5.170 -5.739 -0.794
C: 3.904 -4.583 -0.866
C: 4.170 -3.233 -0.644
Cl: 5.765 -2.712 -0.298
C: 3.137 -2.308 -0.697
Cl: 3.416 -0.626 -0.423
C: 1.812 -2.680 -0.972
O: 0.840 -1.803 -1.010
C: 1.572 -4.048 -1.195
Cl: -0.046 -4.531 -1.543
C: 2.596 -4.986 -1.143
Cl: 2.251 -6.645 -1.414

Summary:
HOMO-LUMO gap (alpha / beta): 6.67 / 6.96 eV
Expectation value of S²: 0.753
Relative energy (zero: lowest compared OMol25 entry of this formula, charge and spin): 0.00 kcal/mol
HOMO (alpha / beta): -10.224 / -10.594 eV
Net charge: +1
Multiplicity: 2



Among the records above, which one has the lowest net charge? C2HNO3



net charge of number 3 (C25H30F7NO21PS)? +1



Look up the net charge of the fifth one. -1